1.
# C34H58CrN2O4Si

C34H58CrN2O4Si as an isolated structure (the ωB97M-V functional and the def2-TZVPD basis, the OMol25 dataset).

ΔE to the lowest compared entry with this formula, charge and spin	0.0	kJ/mol
HOMO (spin up / spin down)	-7.67 / -8.37	eV
E_LUMO (spin up / spin down)	0.0154 / 0.0120	Eh

ORCA input file:
```
! wB97M-V def2-TZVPD RIJCOSX def2/J DEFGRID3
* xyz 0 5
O -2.7303 -1.4525 -1.5389
O -0.6527 -3.0660 -1.7744
C -3.6785 -1.1220 -0.5204
C -4.2828 0.2664 -0.5394
H -3.1797 -1.2829 0.4468
H -4.4563 -1.8952 -0.5949
H -3.5535 1.0015 -0.1842
H -5.1222 0.2848 0.1649
H -4.6646 0.5369 -1.5277
C -2.1251 -0.3854 -2.3020
C -2.1407 -0.7587 -3.7590
H -1.0918 -0.2635 -1.9409
H -2.6319 0.5788 -2.1392
H -1.5582 -1.6714 -3.9246
H -1.7044 0.0522 -4.3530
H -3.1717 -0.9185 -4.0976
C 0.6600 -3.3845 -2.2708
C -1.5769 -4.1698 -1.8135
C 1.2134 -2.1801 -2.9751
H 0.6106 -4.2364 -2.9692
H 1.2856 -3.6800 -1.4125
H 0.6779 -2.0001 -3.9135
H 2.2628 -2.3520 -3.2196
H 1.1576 -1.2718 -2.3674
C -2.0064 -4.4612 -3.2249
H -2.4231 -3.8571 -1.1941
H -1.1096 -5.0557 -1.3519
H -2.4581 -3.5699 -3.6726
H -2.7472 -5.2631 -3.2083
H -1.1597 -4.8016 -3.8310
H -0.8587 -1.7972 -0.6194
N 0.2435 3.0993 0.8168
C 1.1286 4.0318 1.1874
C 2.4297 3.7341 1.5881
C 3.0556 2.4977 1.4404
C 0.7517 5.4835 1.0909
H -0.2564 5.6896 1.4657
H 0.8172 5.8493 0.0556
H 1.4615 6.0678 1.6861
C 4.5519 2.4189 1.4983
H 4.9750 2.0418 0.5566
H 4.9059 1.7813 2.3199
H 4.9367 3.4314 1.6595
N 2.3537 1.3802 1.2569
C -0.8412 3.4693 -0.0497
C -2.1255 3.7448 0.4708
C -2.3834 3.8663 1.9370
C -3.1889 3.9198 -0.4141
H -4.1897 4.0660 -0.0066
C -2.9783 3.9319 -1.7949
H -3.8157 4.0676 -2.4762
C -1.6832 3.7997 -2.2960
H -1.4892 3.8580 -3.3673
C -0.6055 3.6010 -1.4377
C 0.7815 3.5819 -2.0031
C 2.9932 0.1115 1.0532
C 3.2828 -0.6980 2.1687
C 3.0271 -0.1877 3.5567
C 3.8023 -1.9715 1.9472
H 4.0088 -2.6125 2.8088
C 4.0518 -2.4235 0.6512
H 4.4394 -3.4306 0.4893
C 3.8250 -1.5864 -0.4438
H 4.0624 -1.9174 -1.4581
C 3.2905 -0.3119 -0.2593
C 3.0348 0.5936 -1.4284
Cr 0.4150 1.1704 1.3299
H -2.5142 2.8773 2.3931
H -3.3082 4.4354 2.0978
H -1.5735 4.3785 2.4667
H 1.3904 2.7535 -1.6183
H 1.3256 4.5172 -1.7981
H 0.7234 3.4792 -3.0934
H 3.4246 -0.8997 4.2912
H 1.9545 -0.0460 3.7681
H 3.5176 0.7797 3.7357
H 3.4086 1.6131 -1.2595
H 1.9604 0.6657 -1.6653
H 3.5365 0.2070 -2.3258
H 3.0641 4.5735 1.8672
C -0.3380 -1.2906 0.3312
Si -0.4011 -2.6618 1.6673
H 0.6942 -1.0482 0.0289
H -0.9481 -0.3955 0.5423
C -2.1669 -3.2878 1.8224
C 0.1454 -2.2961 3.4319
C 0.7611 -4.0687 1.1842
H 0.9178 -4.7205 2.0568
H 1.7483 -3.6982 0.8777
H 0.3565 -4.6928 0.3772
H -2.7492 -2.5927 2.4448
H -2.1628 -4.2719 2.3121
H -2.6686 -3.3921 0.8531
H -0.4971 -1.5771 3.9570
H 1.1875 -1.9569 3.4842
H 0.0916 -3.2421 3.9968
O -2.7198 -0.1703 3.5101
C -1.6953 0.4542 3.2311
O -1.4455 1.0351 2.0851
H -0.8724 0.5661 3.9749
*
```

---

2.
# ClHIOPS

A 2-piece molecular cluster, ClHIOPS overall (the ωB97M-V functional and the def2-TZVPD basis, the OMol25 dataset).

ΔE to the lowest compared entry with this formula, charge and spin	395.6	kJ/mol
HOMO	-9.54	eV
E_LUMO	-0.1065	Eh

ORCA input file:
```
! wB97M-V def2-TZVPD RIJCOSX def2/J DEFGRID3
* xyz 0 1
O 1.9826 0.2067 -0.4978
P -0.6252 -0.3946 0.0112
S -1.2156 -1.7949 -1.1765
Cl -0.4356 -0.8333 1.9257
I -1.8170 1.7269 -0.1173
H 2.1108 1.0892 -0.1453
*
```

---

3.
# C14H31BCl8FO2P

A 5-piece molecular cluster, C14H31BCl8FO2P overall (the ωB97M-V functional and the def2-TZVPD basis, the OMol25 dataset).

SMILES string	CCOB(O)P(CCC(C)C)C[C@@H](C)F.ClCCl.ClCCl.ClCCl.ClCCl
HOMO	-7.57	eV
E_LUMO	0.0217	Eh

ORCA input file:
```
! wB97M-V def2-TZVPD RIJCOSX def2/J DEFGRID3
* xyz 0 1
C -4.3820 2.3347 -2.6370
C -4.3444 1.3167 -1.4434
O -3.6150 1.9601 -0.3804
B -2.8996 1.0488 0.4204
O -3.4819 -0.1434 0.9264
P -1.0734 1.5129 0.8674
C -0.9811 3.3783 0.6839
C 0.3697 3.9483 0.1368
C 0.4466 4.0311 -1.4339
C 1.5079 3.0270 -2.0453
C 1.0091 5.4626 -1.7848
C -0.0278 0.6249 -0.4083
C -0.0889 -0.9269 -0.2053
C -0.0145 -1.3757 1.2748
F -1.2117 -1.4292 -0.8617
H -4.3721 1.7504 -3.5760
H -5.3034 2.9398 -2.5644
H -3.5025 3.0013 -2.5930
H -5.3747 1.1614 -1.0668
H -3.8798 0.3696 -1.7736
H -3.3142 -0.8757 0.3269
H -1.1253 3.7896 1.7043
H -1.8003 3.8086 0.0717
H 1.2670 3.4574 0.5652
H 0.4253 4.9996 0.4931
H -0.5401 3.9410 -1.9179
H 1.0028 2.1747 -2.5333
H 2.1923 3.5536 -2.7305
H 2.0893 2.6324 -1.1893
H 1.0307 5.5836 -2.8817
H 2.0568 5.5168 -1.4280
H 0.4431 6.2488 -1.2585
H 1.0361 0.9057 -0.4050
H -0.4410 0.8034 -1.4239
H 0.8156 -1.3230 -0.7064
H 0.3906 -0.5936 1.9440
H -0.9704 -1.7851 1.6534
H 0.7106 -2.2156 1.3214
Cl 0.7470 -5.4016 2.6452
C 0.2915 -5.4684 0.9372
Cl 1.5345 -4.7404 -0.0880
H 0.1595 -6.5011 0.6532
H -0.6374 -4.9223 0.8009
Cl 1.7266 0.5104 3.4663
C 0.8642 0.2427 4.9859
Cl 0.1201 -1.3597 5.0310
H 1.5683 0.3260 5.8073
H 0.0871 0.9941 5.0846
Cl 3.6509 -0.5646 1.0929
C 4.7960 -1.4388 2.1150
Cl 4.1787 -3.0428 2.5158
H 5.7361 -1.5427 1.5831
H 4.9470 -0.8788 3.0325
Cl 1.8411 -7.4920 -3.9847
C 1.2876 -8.2972 -2.5132
Cl 0.0492 -7.3467 -1.6825
H 0.8692 -9.2627 -2.7775
H 2.1333 -8.4282 -1.8458
*
```

---

4.
# C2H8N5

C2H8N5 as an isolated structure (the ωB97M-V functional and the def2-TZVPD basis, the OMol25 dataset).

ΔE to the lowest compared entry with this formula, charge and spin	224.2	kJ/mol
HOMO	-15.08	eV
E_LUMO	-0.1440	Eh

ORCA input file:
```
! wB97M-V def2-TZVPD RIJCOSX def2/J DEFGRID3
* xyz 1 1
C -0.9665 0.8604 0.0227
C -0.3239 2.1669 0.1641
N -2.1672 0.5436 0.3663
N -2.3916 -0.7061 0.2883
N -0.3309 -0.2981 -0.3603
N -1.3082 -1.2984 -0.1522
N 1.9352 -1.2509 -0.0209
H -1.1647 2.7929 -0.1931
H 0.4418 2.0710 -0.6039
H -0.0047 2.3440 1.1831
H 0.7778 -0.8480 -0.3979
H -1.2828 -2.2695 -0.5108
H 1.9873 -2.2370 0.3325
H 2.2881 -0.6086 0.7417
H 2.5103 -1.2623 -0.8596
*
```